# C20H26N2O2SiTl

C20H26N2O2SiTl as an isolated structure (ωB97M-V with the def2-TZVPD basis set, OMol25).

```
! wB97M-V def2-TZVPD RIJCOSX def2/J DEFGRID3
* xyz 1 1
Tl 0.329 0.336 -0.308
Si 0.248 1.471 -2.295
O 1.594 -0.400 1.465
O 2.207 0.271 3.544
N 0.482 1.347 2.579
N -0.461 1.623 1.556
C 0.855 -0.954 -3.682
C -0.647 -2.119 -0.916
C -3.068 4.693 -2.618
C -3.426 3.357 -2.389
C -0.719 4.050 -2.583
C -0.177 -1.538 -5.809
C 3.140 -0.907 3.495
C -0.744 0.556 -4.705
C -2.160 -0.904 0.356
C 2.701 3.603 -5.094
C -2.443 2.367 -2.241
C -1.796 -1.259 -0.984
C 1.427 0.370 2.488
C -1.088 2.716 -2.336
C -0.896 -0.337 -5.773
C 0.702 -1.838 -4.757
C 0.113 0.242 -3.643
C -0.308 -2.291 0.463
C -1.237 -1.539 1.244
C -1.710 5.030 -2.715
H 1.922 3.970 -4.415
H -0.293 -2.233 -6.652
H 1.551 2.137 -2.312
H 3.300 4.453 -5.447
H 1.274 -2.771 -4.776
H -1.312 1.491 -4.698
H 2.575 -1.862 3.482
H 3.685 -0.807 4.436
H -4.481 3.080 -2.321
H 3.842 -0.851 2.637
H 3.356 2.897 -4.571
H -1.258 -1.490 2.360
H -1.443 1.477 1.826
H -0.036 -2.460 -1.790
H -1.582 -0.089 -6.586
H 1.529 -1.220 -2.859
H 0.562 -2.879 0.853
H -2.984 -0.202 0.652
H -0.326 2.532 1.085
H -3.841 5.467 -2.717
H -1.422 6.069 -2.891
H 0.428 1.944 3.399
H 0.338 4.323 -2.671
H -2.746 1.331 -2.049
H -2.229 -0.831 -1.924
H 2.238 3.109 -5.958
*
```

Computed properties:
Frontier orbital gap in eV: 7.34
ΔE to the lowest compared entry with this formula, charge and spin in kcal per mole: 0.0
E_LUMO in eV: -3.118
HOMO level in eV: -10.462